1.
The following is a quantum chemistry calculation of C21H18BrF4MoOPS as an isolated structure, from the OMol25 dataset.

CARTESIAN COORDINATES (ANGSTROEM)
Mo (0.77520, 0.17548, 0.67977)
F (6.62115, 2.29532, 3.96604)
C (5.38366, 2.24590, 3.59113)
C (4.42774, 3.05062, 4.19750)
F (4.77148, 3.87281, 5.14477)
C (3.09465, 2.98513, 3.78585)
F (2.22672, 3.79418, 4.36971)
C (2.67906, 2.12781, 2.77344)
P (0.99870, 2.10798, 2.15570)
C (-0.15918, 1.84791, 3.45402)
C (0.22327, 1.13431, 4.60521)
C (-0.68933, 0.98104, 5.63051)
C (-1.97363, 1.51740, 5.50827)
C (-2.36034, 2.20256, 4.35453)
C (-1.46142, 2.36642, 3.31806)
C (0.65587, 3.64732, 1.30346)
C (0.46002, 3.76922, -0.04140)
C (0.26953, 4.83189, -0.85945)
C (0.29231, 6.04238, -0.14168)
C (0.47078, 6.06287, 1.23758)
C (0.65299, 4.89086, 1.96364)
C (3.67918, 1.34594, 2.20212)
Br (3.23650, 0.08602, 0.82164)
C (5.00199, 1.36652, 2.56566)
F (5.88574, 0.58888, 1.99234)
H (1.22986, 0.74889, 4.71819)
H (-0.39961, 0.47550, 6.54273)
H (-2.67424, 1.41758, 6.32849)
H (-3.35164, 2.63149, 4.28546)
H (-1.75092, 2.93374, 2.44113)
H (0.42162, 2.65118, -0.62795)
H (0.10540, 4.79218, -1.92833)
H (0.14801, 6.96223, -0.69755)
H (0.46837, 7.01052, 1.76093)
H (0.79868, 4.93140, 3.03669)
C (-1.19500, -2.57412, 3.32714)
S (-1.37791, -2.29310, 1.58906)
C (-3.05875, -1.76546, 1.41758)
O (-0.55629, -0.85099, 1.35536)
H (-1.56050, -1.71662, 3.89119)
H (-0.15316, -2.82409, 3.52346)
H (-1.81319, -3.46293, 3.51287)
H (-3.63449, -2.66228, 1.68545)
H (-3.23646, -1.52872, 0.36953)
H (-3.27579, -0.94537, 2.10053)
C (0.28652, 1.47073, -0.84494)
H (-0.75141, 1.44936, -1.19446)
H (0.97780, 1.39882, -1.70007)

Properties
E_HOMO (alpha / beta) (Eh): -0.782 / -0.782
Frontier orbital gap (alpha / beta) (eV): 5.31 / 5.31
Total energy (eV): -126958.3147
Net charge: +4

---

2.
The following is a quantum chemistry calculation of a 2-piece molecular cluster, C11H12NO2 overall, from the OMol25 dataset.

CARTESIAN COORDINATES (ANGSTROEM)
C (-3.34596, 1.12796, 0.43969)
C (0.39203, 0.86816, 0.01231)
C (-0.72139, 1.26297, 0.85124)
C (-1.92319, 0.89890, 0.04276)
C (-1.44287, 0.51141, -1.24769)
C (1.64509, 0.83284, 0.60081)
C (1.79512, 0.76624, 2.02308)
C (0.64644, 1.06732, 2.84205)
C (-0.59172, 1.29175, 2.24133)
N (-0.05009, 0.39668, -1.27629)
H (2.52959, 0.48908, -0.03711)
H (2.69776, 0.67540, 2.44057)
H (0.13337, -0.95064, -2.45154)
H (0.59921, 1.16937, 3.87303)
H (-1.96053, 0.08627, -2.08894)
H (-1.50132, 1.49940, 2.81708)
H (-3.53366, 1.93858, 1.20911)
H (-3.68398, 0.24480, 0.67612)
H (-3.90744, 1.34572, -0.45228)
C (2.00609, -1.99052, -1.20605)
C (1.37363, -2.45410, -2.47358)
O (0.28802, -1.90208, -2.97475)
O (1.84669, -3.49194, -2.93296)
H (2.47397, -1.08632, -1.45081)
H (2.93061, -2.75468, -1.08129)
H (1.30453, -1.84256, -0.39588)

Properties
E_HOMO (Eh): -0.124
Frontier orbital gap (eV): 6.99
Total energy (eV): -17186.8431
Net charge: -1

---

3.
The following is a quantum chemistry calculation of C30H30FN7O4S2Sc as an isolated structure, from the OMol25 dataset.

CARTESIAN COORDINATES (ANGSTROEM)
Sc (0.03526, 0.40671, 0.75780)
N (2.04891, 3.21022, -0.39509)
C (1.68015, 3.51225, 0.86108)
N (2.06043, 4.69695, 1.33616)
C (1.73826, 4.92938, 2.60282)
N (2.10301, 6.09978, 3.14239)
N (1.07099, 4.07586, 3.41193)
C (0.70250, 2.96546, 2.81934)
N (0.94992, 2.59585, 1.55851)
C (-0.11951, 2.02587, 3.64356)
C (-0.28326, 2.20784, 5.00432)
C (-1.14106, 1.35463, 5.67993)
C (-1.82082, 0.37692, 4.97150)
C (-1.58596, 0.25847, 3.61229)
N (-0.72993, 1.05314, 2.96935)
H (2.73942, 3.83102, -0.78511)
H (2.11356, 2.21805, -0.60915)
H (2.64121, 6.75046, 2.59916)
H (1.89129, 6.28756, 4.10491)
H (0.23855, 3.01476, 5.49731)
H (-1.29139, 1.46588, 6.74591)
H (-2.52400, -0.28707, 5.45492)
H (-2.08270, -0.48280, 3.00007)
O (4.15764, 0.50643, 0.01785)
C (3.04516, 0.23847, 0.41744)
O (1.92659, 0.52420, -0.18237)
C (2.86884, -0.50922, 1.72020)
C (3.95457, -1.10627, 2.33242)
C (3.74259, -1.83230, 3.49243)
C (2.45606, -1.92912, 3.99689)
C (1.42990, -1.28392, 3.33236)
N (1.62494, -0.58058, 2.21482)
H (4.92929, -0.99156, 1.87919)
H (4.56796, -2.31878, 3.99633)
H (2.24125, -2.49046, 4.89551)
H (0.41749, -1.32628, 3.71064)
O (-0.56731, 1.49975, -0.90666)
S (-0.76941, 2.11666, -2.27749)
C (0.42851, 1.31852, -3.36667)
C (0.07183, -0.02289, -3.99214)
C (-0.08656, -1.18068, -3.00657)
C (1.25580, -1.67426, -2.47834)
S (1.10858, -2.53293, -0.90979)
O (0.27313, -1.60955, -0.05454)
C (-0.02106, -3.81457, -1.36133)
C (0.46115, -4.92341, -2.04429)
C (-0.43231, -5.91933, -2.40657)
C (-1.77642, -5.80163, -2.07022)
C (-2.23346, -4.69309, -1.37002)
C (-1.35368, -3.68091, -1.00636)
C (-2.30634, 1.47196, -2.85076)
C (-2.77942, 1.92928, -4.07499)
C (-3.99522, 1.45214, -4.53595)
C (-4.72293, 0.55197, -3.76458)
C (-4.24160, 0.12713, -2.53461)
C (-3.01728, 0.58419, -2.05826)
H (1.30376, 1.26166, -2.71105)
H (0.63540, 2.07513, -4.12593)
H (0.86881, -0.23959, -4.71049)
H (-0.84184, 0.07481, -4.58099)
H (-0.61883, -2.00041, -3.48948)
H (-0.71195, -0.86973, -2.16870)
H (1.94659, -0.86133, -2.24411)
H (1.75413, -2.37127, -3.15699)
H (1.51549, -5.01917, -2.28047)
H (-0.07893, -6.79171, -2.94011)
H (-2.46850, -6.58595, -2.34766)
H (-3.27903, -4.61546, -1.10094)
H (-1.67961, -2.80831, -0.45309)
H (-2.21690, 2.64942, -4.65985)
H (-4.38110, 1.79320, -5.48731)
H (-5.67819, 0.19105, -4.12278)
H (-4.82179, -0.55944, -1.93167)
H (-2.63744, 0.27353, -1.09158)
F (-1.70316, -0.26257, 0.86578)

Properties
E_HOMO (Eh): -0.429
Frontier orbital gap (eV): 9.21
Total energy (eV): -95309.9441
Net charge: +1

---

4.
The following is a quantum chemistry calculation of an isolated ion of composition C7H12F2N4O and charge +2, from the OMol25 dataset.

CARTESIAN COORDINATES (ANGSTROEM)
C (3.37799, 1.68619, -0.54682)
C (0.58533, -3.08339, 0.96029)
C (3.00610, 0.41814, -0.40607)
C (1.54578, 0.03952, -0.26668)
C (-0.67639, 1.41285, -0.17405)
C (-3.95044, -0.27248, -0.52907)
C (-1.48562, 0.09921, -0.16035)
N (0.91911, -2.14269, 0.26752)
N (0.89391, -1.11699, -0.28677)
N (0.79949, 1.15593, -0.14961)
N (-0.92455, 2.38745, 0.77800)
O (-2.68906, 0.50375, -0.39536)
F (-1.19682, -0.70202, 1.01372)
F (-1.05979, -0.92019, -1.08970)
H (4.34575, 2.05840, -0.79955)
H (2.60019, 2.53089, -0.70636)
H (-0.37790, -3.53812, 1.05916)
H (1.32833, -3.75744, 1.39250)
H (3.62314, -0.43474, -0.70283)
H (-4.46978, 0.14327, -1.48385)
H (-4.43069, 0.00068, 0.37657)
H (-3.73610, -1.36056, -0.60942)
H (1.20598, 2.08122, -0.22536)
H (-1.06881, 1.93218, -1.11115)
H (-0.54930, 2.01159, 1.69808)
H (-1.51923, 3.16430, 0.54890)

Properties
E_HOMO (Eh): -0.630
Frontier orbital gap (eV): 6.38
Total energy (eV): -20871.9892
Net charge: +2

---

Which of these has the lowest net charge?
C11H12NO2